(one)
Here is a cluster of 2 separate species, C3H5NO in total from the Open Molecules 2025 dataset. Energies are from ωB97M-V/def2-TZVPD.

**2S+1**: 1
**HOMO-LUMO gap**: 10.90 eV

Cartesian coordinates (Å):
C -1.337 -0.458 -0.440
N -1.826 0.167 0.499
C 0.767 0.707 -0.277
C 1.552 -0.188 0.312
O -1.173 -1.155 -1.361
H -2.600 -0.094 1.084
H 0.022 1.255 0.387
H 0.862 0.948 -1.324
H 2.227 -0.815 -0.255
H 1.507 -0.367 1.375

***

(two)
Here is a cluster of 2 separate species, C3H5NO in total from the Open Molecules 2025 dataset. Energies are from ωB97M-V/def2-TZVPD.

**2S+1**: 1
**HOMO-LUMO gap (spin up / spin down)**: 9.37 / 8.43 eV

Cartesian coordinates (Å):
C 0.670 -1.093 0.390
C 1.263 -1.019 1.726
C -1.207 1.226 -1.395
N 0.710 -2.223 0.765
O -0.089 0.532 -1.756
H 2.391 -0.882 1.952
H 0.523 -0.848 2.450
H -1.045 1.920 -0.454
H -2.032 0.425 -1.438
H -1.183 1.962 -2.240

***

(three)
Here is an isolated molecule of C3H5NO from the Open Molecules 2025 dataset. Energies are from ωB97M-V/def2-TZVPD.

**2S+1**: 1
**HOMO-LUMO gap (spin up / spin down)**: 8.26 / 8.26 eV

Cartesian coordinates (Å):
C -1.025 -0.350 0.320
C 0.470 -0.020 -0.233
C 1.741 0.043 0.170
O -1.878 0.736 0.473
N -0.623 -0.920 -0.843
H -2.396 0.866 -0.331
H -1.117 -1.027 1.169
H 0.235 0.315 -1.300
H 2.029 0.636 1.027
H 2.565 -0.280 -0.450

***

(four)
Here is an isolated molecule of C3H5NO from the Open Molecules 2025 dataset. Energies are from ωB97M-V/def2-TZVPD.

**2S+1**: 1
**HOMO-LUMO gap**: 10.49 eV

Cartesian coordinates (Å):
C -0.339 -0.341 -1.071
C -0.900 0.415 0.349
C 0.547 0.126 0.783
N 0.817 -0.588 -0.477
O -0.823 -0.571 -2.145
H -1.183 1.468 0.208
H -1.822 -0.101 0.833
H 1.187 0.947 0.687
H 0.775 -0.350 1.718
H 1.742 -1.005 -0.886

***

Most stable: (four) (next structure +13.2 kcal/mol)

***

(one)
Here is an isolated molecule of C3H5NO from the Open Molecules 2025 dataset. Energies are from ωB97M-V/def2-TZVPD.

**2S+1**: 1
**HOMO-LUMO gap**: 10.70 eV

Cartesian coordinates (Å):
C -1.407 -0.018 -0.885
C -0.509 -0.747 -0.291
C 0.511 -0.160 0.672
N 1.420 0.768 0.126
O 0.358 1.150 0.986
H -2.206 -0.334 -1.579
H -1.191 1.084 -0.779
H -0.309 -1.852 -0.465
H 0.991 -0.776 1.662
H 2.341 0.885 0.553

***

(two)
Here is an isolated molecule of C3H5NO from the Open Molecules 2025 dataset. Energies are from ωB97M-V/def2-TZVPD.

**2S+1**: 1
**HOMO-LUMO gap**: 8.43 eV

Cartesian coordinates (Å):
O 1.959 0.189 0.327
C 0.837 -0.004 -0.083
C -0.360 0.921 0.335
C -1.478 -0.038 0.441
N 0.473 -0.992 -0.937
H -0.018 1.455 1.227
H -0.489 1.617 -0.505
H -1.563 -0.328 1.507
H -0.517 -1.130 -1.116
H 1.154 -1.690 -1.193

***

Most stable: (two) (next structure +14.9 kcal/mol)

***

(one)
Here is the ion C5H12NO2S with charge -1 from the Open Molecules 2025 dataset. Energies are from ωB97M-V/def2-TZVPD.

**Net charge**: -1
**2S+1**: 1
**HOMO-LUMO gap**: 6.95 eV

Cartesian coordinates (Å):
C -0.787 0.610 1.287
C -0.375 1.744 -0.852
C -1.616 -0.498 -0.767
C 0.875 -1.799 0.181
C -0.463 0.355 -0.211
N 0.856 -0.431 -0.399
O 2.475 0.139 1.385
O 3.240 -0.356 -0.982
S 2.316 0.383 -0.164
H -1.220 -0.147 2.006
H 0.154 0.798 1.845
H -1.535 1.480 1.445
H 0.260 1.657 -1.660
H 0.091 2.456 -0.186
H -1.363 2.081 -1.124
H -1.134 -1.083 -1.573
H -2.042 -1.273 0.022
H -2.413 0.253 -1.137
H 0.428 -1.717 1.142
H 0.318 -2.597 -0.439
H 1.936 -2.055 0.181

***

(two)
Here is a structure of composition C5H12NO2S from the Open Molecules 2025 dataset. Energies are from ωB97M-V/def2-TZVPD.

**Net charge**: -1
**2S+1**: 1
**HOMO-LUMO gap**: 6.97 eV

Cartesian coordinates (Å):
C 0.400 -0.057 -0.778
C 0.644 -2.369 0.018
C 1.036 2.227 0.551
C 0.938 -0.874 0.383
C 0.804 1.424 -0.760
N -2.639 -1.012 -0.487
O -2.377 1.566 -0.157
O -1.574 0.004 1.605
S -1.662 0.307 0.176
H -0.490 -2.340 -0.049
H 1.102 -2.756 -1.005
H 1.002 -2.960 0.892
H 1.266 3.169 0.218
H 0.078 2.261 1.287
H 1.865 1.665 1.195
H 0.495 -0.469 1.237
H 2.122 -0.840 0.520
H 1.754 1.427 -1.304
H 0.202 1.938 -1.376
H -1.960 -1.667 -0.799
H -3.007 -0.644 -1.368

***

Most stable: (one) (next structure +60.0 kcal/mol)

***

(one)
Here is an isolated molecule of C4H5NO from the Open Molecules 2025 dataset. Energies are from ωB97M-V/def2-TZVPD.

**2S+1**: 1
**HOMO-LUMO gap**: 10.94 eV

Cartesian coordinates (Å):
C -1.544 0.056 -0.087
C -0.099 -0.196 -0.490
C 0.886 0.362 0.501
O 0.633 1.175 1.354
C 2.274 -0.159 0.398
N 3.345 -0.586 0.339
H -1.765 -0.421 0.871
H -2.230 -0.351 -0.833
H -1.747 1.122 0.019
H 0.136 0.262 -1.461
H 0.110 -1.263 -0.611

***

(two)
Here is an isolated molecule of C4H5NO from the Open Molecules 2025 dataset. Energies are from ωB97M-V/def2-TZVPD.

**2S+1**: 1
**HOMO-LUMO gap**: 10.90 eV

Cartesian coordinates (Å):
C -1.483 0.198 -0.088
C -0.048 -0.087 -0.501
C 0.934 0.211 0.598
O 0.733 0.522 1.724
C 2.432 0.039 0.080
N 2.602 -1.097 0.313
H -1.801 -0.463 0.724
H -2.152 0.046 -0.939
H -1.587 1.231 0.258
H 0.276 0.529 -1.347
H 0.094 -1.129 -0.821

***

Most stable: (one) (next structure +29.2 kcal/mol)